Density functional theory data (wB97M-V/def2-TZVPD) for a single C15H17N3O2S molecule in a non-equilibrium geometry.

Geometry as XYZ:
```
38
Properties=species:S:1:pos:R:3:forces:R:3:lowdin_charge:R:1
C -5.493915 -2.881500 0.914862 0.215 0.227 -0.273 -0.061
C -4.990366 -2.488229 -0.466990 -0.538 -0.276 0.032 -0.220
O -3.962615 -1.505760 -0.385892 0.280 0.013 0.035 -0.057
C -4.355059 -0.222891 -0.272048 -0.203 0.236 -0.025 -0.521
O -5.511357 0.134985 -0.265886 0.003 -0.118 0.009 0.102
C -3.213469 0.662708 -0.170692 0.341 0.364 0.057 -0.385
S -1.579792 0.047507 -0.181900 0.071 0.654 0.056 1.120
C -1.049096 1.703170 -0.023290 -0.588 -1.138 -0.114 -0.599
N 0.263904 2.010281 0.036899 0.338 1.317 0.122 -0.028
N 1.190811 1.056621 -0.020744 0.434 -0.678 -0.049 0.032
C 2.427964 1.359452 0.031609 -0.677 0.687 0.040 -0.096
C 3.451930 0.342076 -0.030335 0.520 -0.664 -0.047 -0.212
C 3.115615 -1.009659 -0.132791 0.029 0.234 0.017 -0.032
C 4.112386 -1.962140 -0.191197 0.005 -0.050 -0.010 -0.071
C 5.444879 -1.585432 -0.149426 -0.002 0.136 0.011 -0.048
C 5.801913 -0.244338 -0.047385 0.027 -0.143 0.008 -0.277
C 7.247471 0.150130 -0.015748 0.008 -0.023 -0.042 -0.052
C 4.798264 0.708190 0.011845 -0.323 -0.064 -0.008 -0.005
N -1.989638 2.597516 0.030601 0.628 0.713 0.074 0.095
C -3.215142 2.036179 -0.050069 -0.357 -1.013 -0.094 -0.353
C -4.426344 2.893696 -0.006418 -0.062 0.047 0.010 -0.022
H -5.958860 -2.024420 1.396117 -0.056 0.018 0.049 0.075
H -6.228920 -3.676143 0.823591 -0.087 -0.102 0.021 0.076
H -4.667301 -3.228041 1.530726 0.036 -0.071 0.069 0.078
H -5.814046 -2.090662 -1.069817 0.174 -0.126 0.034 0.122
H -4.531061 -3.338259 -0.976159 -0.066 0.125 0.023 0.123
H 0.513285 2.998070 0.125918 -0.109 -0.348 -0.032 0.162
H 2.757751 2.401992 0.123654 -0.084 -0.048 -0.006 0.127
H 2.073283 -1.282808 -0.163541 -0.099 -0.085 -0.005 0.105
H 3.854061 -3.007977 -0.269358 -0.033 -0.080 -0.005 0.104
H 6.219566 -2.337366 -0.195850 0.080 -0.082 0.001 0.112
H 7.705854 -0.028343 -0.988353 0.091 0.029 -0.026 0.084
H 7.360466 1.203164 0.228960 0.066 0.059 0.017 0.073
H 7.789215 -0.441389 0.720147 0.084 0.011 0.037 0.081
H 5.059874 1.754733 0.091653 0.035 0.122 0.015 0.113
H -4.130482 3.930757 0.118853 0.001 0.054 0.005 0.078
H -5.072416 2.586166 0.813192 -0.090 0.032 0.005 0.087
H -4.998614 2.777949 -0.924738 -0.090 0.032 -0.011 0.088
```
Positions in Å, forces in eV/Å.

Results
Structure (SMILES) = CCOC(=O)c1sc(N/N=C/c2cccc(C)c2)nc1C
Total charge = 0
HOMO energy = -7.81 eV
Energy above the lowest of the compared OMol25 structures with the same formula, charge and spin = 17.9 kcal/mol
Gap between HOMO and LUMO = 7.839 eV
M = 303.387 g mol⁻¹

Density functional theory data (wB97M-V/def2-TZVPD) for 3 unconnected molecules or ions with the total composition C15H17N3O5 in a non-equilibrium geometry.

Geometry as XYZ:
```
40
Properties=species:S:1:pos:R:3:forces:R:3:lowdin_charge:R:1
O 4.032225 -1.772925 -2.546200 2.357 2.019 2.251 -0.005
N 5.101225 -1.328925 -1.975200 -2.264 -1.810 -2.163 -0.320
O 6.172225 -1.821925 -2.305200 -0.588 1.538 1.492 0.063
C 4.945225 -0.194925 -0.936200 1.506 1.188 1.911 -0.083
C 3.621225 0.453075 -0.810200 4.626 1.513 3.102 0.036
C 3.557225 1.587075 0.247800 1.537 -3.144 -2.262 -0.033
C 4.713225 1.935075 1.063800 -1.212 1.011 0.427 -0.116
C 5.993225 1.338075 0.927800 -2.340 -4.029 -3.693 -0.063
C 6.180225 0.162075 -0.077200 -3.876 3.152 0.705 0.067
H 2.866225 0.057075 -1.471200 -0.385 0.389 0.182 0.080
H 2.562225 2.036075 0.292800 0.576 0.218 0.447 0.069
H 4.576225 2.787075 1.917800 0.273 -2.203 -2.349 0.148
H 6.788225 1.520075 1.596800 0.736 0.447 0.467 0.068
H 7.204225 -0.243925 -0.095200 -0.996 -0.255 -0.533 0.093
O -6.248775 -0.230925 -0.446200 1.320 0.638 0.170 0.054
N -5.040775 -0.438925 -0.296200 -0.987 -0.582 -1.149 -0.373
O -4.129775 0.211075 -0.805200 -0.774 -0.475 1.045 0.062
C -4.770775 -1.708925 0.382800 1.436 -4.775 0.820 -0.081
C -3.322775 -2.080925 0.794800 -4.275 -2.985 1.488 0.069
C -3.070775 -3.447925 1.465800 -7.845 3.320 -3.546 -0.011
C -4.207775 -4.393925 1.594800 0.196 1.439 -1.237 -0.070
C -5.522775 -4.099925 1.066800 2.061 4.903 -0.688 -0.050
C -5.888775 -2.761925 0.404800 6.548 -1.084 2.943 0.075
H -2.580775 -1.297925 0.802800 0.144 -0.115 -0.272 0.069
H -2.142775 -3.666925 1.718800 4.023 -1.066 1.348 0.022
H -4.080775 -5.424925 2.032800 0.109 1.431 -0.338 0.108
H -6.361775 -4.668925 1.330800 -0.810 -1.258 -0.060 0.063
H -6.872775 -2.634925 0.077800 -1.110 0.613 -0.512 0.068
C -0.455775 1.118075 -0.727200 -0.069 1.525 -1.003 -0.045
N -0.283775 2.502075 -0.577200 1.770 2.110 -1.010 -0.193
C -0.702775 3.167075 0.629800 4.269 2.386 -1.208 -0.028
C 0.167225 3.296075 -1.579200 1.336 2.463 -2.189 -0.320
O 0.124225 4.544075 -1.585200 -0.159 -2.209 0.732 -0.035
H -0.592775 0.894075 -1.731200 -1.327 -0.460 -1.883 0.086
H -1.223775 0.965075 -0.081200 -2.560 -1.779 1.294 0.060
H 0.353225 0.550075 -0.533200 3.058 -1.855 1.604 0.046
H 0.090225 3.963075 0.925800 -1.255 -1.119 -0.695 0.133
H -0.732775 2.563075 1.440800 -0.497 -2.327 2.221 0.055
H -1.552775 3.672075 0.425800 -3.008 1.649 -0.124 0.061
H 0.738225 2.898075 -2.563200 -1.541 -0.423 2.265 0.173
```
Positions in Å, forces in eV/Å.

Results
Structure (SMILES) = O=[N+]([O-])c1ccccc1.O=[N+]([O-])c1ccccc1.CN(C)C=O
Total charge = 0
HOMO energy = -9.40 eV
Energy above the lowest of the compared OMol25 structures with the same formula, charge and spin = 348.5 kcal/mol
Gap between HOMO and LUMO = 8.290 eV
M = 319.317 g mol⁻¹

Density functional theory data (wB97M-V/def2-TZVPD) for a molecular structure, C15H17N3O5S in a non-equilibrium geometry.

Geometry as XYZ:
```
41
Properties=species:S:1:pos:R:3:forces:R:3:lowdin_charge:R:1
C 2.543353 2.878323 1.573929 -6.053 -3.929 -1.365 0.044
N 2.399205 1.766812 0.583901 -7.623 12.169 -0.873 -0.070
C 1.366055 1.835320 -0.304564 -2.602 -6.071 -3.321 -0.299
O 1.106853 0.828395 -1.121454 2.088 3.286 2.623 0.008
C 0.210782 2.714176 -0.342858 -0.968 4.197 6.600 -0.115
H 0.356951 3.585227 -0.866654 0.847 2.100 -1.275 0.107
H 0.041113 3.176633 0.987306 0.796 -1.162 -3.831 0.230
O -1.107477 2.401847 -0.675625 0.944 -2.892 0.713 0.049
C -1.531413 1.356534 0.081254 5.797 0.410 4.980 -0.313
O -0.795996 0.854624 1.101851 -4.147 2.608 -5.631 0.000
C -2.813979 0.975463 -0.242163 -3.828 -2.706 -2.705 -0.166
N -3.618306 1.434838 -1.286152 1.437 -2.101 1.729 0.169
N -4.561689 0.390435 -1.454255 0.990 7.886 -2.451 0.044
C -4.542560 -0.433349 -0.492129 0.395 -6.862 1.629 -0.275
C -5.464217 -1.593067 -0.485692 6.167 -1.367 7.955 0.083
C -5.182239 -2.564593 0.696792 2.174 4.281 -4.842 0.025
C -3.887553 -2.613928 1.363621 -3.979 14.874 -11.866 -0.040
C -3.076191 -1.465477 1.228711 1.369 1.805 -1.700 0.070
C -3.259151 -0.320399 0.149998 -3.640 -3.592 3.604 -0.015
H -2.153117 -1.293417 1.829388 -0.806 -0.580 -0.457 0.099
H -3.751855 -3.235753 1.934948 2.937 -11.439 10.815 -0.044
H -5.890576 -3.274970 0.892779 -1.685 -1.850 0.416 0.050
H -6.372960 -1.525902 -0.873152 -3.755 0.054 -1.900 0.030
H -5.353041 0.885397 -1.837334 -0.568 -0.844 -0.433 0.166
C 3.051861 0.736644 0.509133 7.227 -12.011 9.864 -0.418
C 3.952492 0.264269 -0.505315 -7.739 -1.796 -3.424 -0.117
H 4.891755 0.443839 -0.468752 6.238 1.443 0.340 0.035
H 3.398160 0.705946 -1.436473 1.624 -1.336 0.857 0.161
S 3.798376 -1.615514 -0.405643 -0.976 3.215 -11.717 0.624
O 4.114469 -2.133013 -1.770760 -1.474 0.632 1.977 -0.356
O 4.776145 -1.943433 0.461359 4.407 -2.467 7.049 -0.245
C 2.132968 -1.715362 -0.072612 2.412 2.304 4.772 -0.188
C 2.204798 -0.613462 1.175182 -1.195 -1.547 -2.219 -0.069
H 1.141072 -0.435741 1.356200 0.258 0.755 0.022 0.078
H 2.564767 -1.168644 2.057407 0.556 0.836 -0.360 0.095
H 1.578230 -1.199746 -0.745797 -1.558 0.721 -2.622 0.049
H 1.959703 -2.683450 0.229677 -1.059 -2.118 0.552 0.083
H 3.738365 0.787649 1.842939 -1.034 -0.019 -3.797 0.246
H 1.837814 2.866975 2.394092 -0.287 -0.749 0.193 0.114
H 3.416753 2.975242 1.904509 7.468 -0.324 2.749 0.019
H 2.408543 3.752624 1.145753 -1.154 4.187 -2.653 0.050
```
Positions in Å, forces in eV/Å.

Results
Total charge = 0
HOMO energy = -8.88 eV
Energy above the lowest of the compared OMol25 structures with the same formula, charge and spin = 338.1 kcal/mol
Gap between HOMO and LUMO = 7.905 eV
M = 351.384 g mol⁻¹

Density functional theory data (wB97M-V/def2-TZVPD) for a molecular structure, C15H17N4O5S3V.

Geometry as XYZ:
```
45
Properties=species:S:1:pos:R:3:forces:R:3:mulliken_spin:R:1
V -0.011599 2.348395 0.656024 0.003 -0.067 0.545 2.215
S 0.127974 1.651731 2.879919 -0.050 0.017 -0.306 -0.098
C -0.621443 0.076608 2.637899 0.027 0.002 0.001 -0.090
N -0.765834 -0.697195 3.684831 -0.060 -0.079 -0.041 0.336
N -1.373101 -1.943927 3.415493 0.219 0.000 -0.024 0.015
C -0.672812 -2.969223 2.764102 -0.114 0.166 0.044 0.009
C 0.546391 -2.784575 2.112459 0.060 0.022 -0.021 -0.011
C 1.150009 -3.846141 1.452694 -0.011 0.010 0.003 0.004
C 0.569854 -5.106440 1.427721 -0.002 0.017 0.018 0.000
C -0.636934 -5.295503 2.092007 -0.007 0.013 -0.005 0.005
C -1.250171 -4.243656 2.747895 -0.034 -0.049 0.026 -0.002
N -1.018942 -0.334436 1.407480 0.086 -0.051 -0.211 0.418
N -0.774890 0.495228 0.408997 -0.080 0.004 0.130 0.197
C -1.095498 -0.048581 -0.850686 -0.111 0.087 0.005 -0.094
C -1.322206 -1.414439 -1.044138 0.087 -0.066 0.016 0.071
C -1.609127 -1.893883 -2.311462 0.011 -0.008 0.016 -0.031
C -1.681605 -1.035880 -3.402617 -0.004 0.004 0.004 0.053
C -1.472431 0.322583 -3.206767 0.022 0.011 -0.005 -0.027
C -1.185279 0.816288 -1.943691 -0.025 0.041 0.023 0.092
H -1.766986 -2.275555 4.281674 -0.033 0.003 0.019 0.005
H 1.019700 -1.814018 2.123196 -0.007 0.005 -0.005 0.007
H 2.093013 -3.677263 0.946214 0.000 0.004 0.003 0.000
H 1.045836 -5.924309 0.902463 0.000 0.000 0.000 0.000
H -1.112830 -6.269148 2.089496 0.002 0.000 0.003 0.000
H -2.202994 -4.391553 3.244934 0.001 -0.006 -0.011 -0.001
H -1.254719 -2.079773 -0.194547 -0.014 0.002 -0.016 0.011
H -1.776065 -2.955800 -2.448382 0.003 -0.001 0.008 -0.001
H -1.909757 -1.419795 -4.389078 0.000 -0.003 -0.002 0.005
H -1.549712 1.011397 -4.039851 -0.001 0.003 0.006 -0.002
H -1.072960 1.885287 -1.794712 0.012 0.000 -0.038 -0.041
O -1.163996 5.934178 -0.185355 -0.010 0.041 0.023 0.000
S -0.656863 4.611637 -0.002437 -0.045 -0.216 -0.136 -0.002
O -1.629956 3.609479 0.602381 0.235 -0.014 -0.087 -0.022
O -0.210520 3.907505 -1.253018 0.028 0.105 0.035 0.002
O 0.517781 4.472247 0.927701 0.055 -0.095 -0.025 -0.009
C 2.045110 2.365857 -2.628381 0.025 0.018 -0.027 0.006
S 2.875970 2.381586 -1.047244 0.058 -0.051 0.034 0.001
C 3.027437 4.150878 -0.851260 -0.053 -0.020 0.007 0.003
O 1.883324 1.887349 -0.017387 -0.223 0.174 0.009 -0.024
H 2.767299 2.700263 -3.375369 -0.020 -0.020 0.007 0.000
H 1.179041 3.022797 -2.577816 -0.035 -0.009 -0.009 0.002
H 1.748961 1.336624 -2.825032 0.001 -0.001 0.001 0.000
H 3.767088 4.484688 -1.580426 -0.006 0.018 0.009 0.001
H 3.379351 4.332904 0.162337 -0.002 -0.008 -0.022 0.000
H 2.055086 4.615582 -0.998275 0.014 -0.003 -0.002 -0.001
```
Positions in Å, forces in eV/Å.

Results
Expectation value of S² = 3.80
Total charge = -1
HOMO energy (spin up / spin down) = -3.93 / -4.57 eV
2S+1 = 4
Energy above the lowest of the compared OMol25 structures with the same formula, charge and spin = 2.3 kcal/mol
Gap between HOMO and LUMO (spin up / spin down) = 6.044 / 6.689 eV
M = 480.469 g mol⁻¹